[1]
DFT (ωB97M-V/def2-TZVPD) results for the ion C6H10N4 with charge +2 in a non-equilibrium geometry.

Calculated total energy: -12320.172 eV
Charge: +2
Highest occupied orbital energy (spin up / spin down): -16.739 / -20.279 eV
ΔE to the lowest compared entry with this formula, charge and spin: 0.9722 eV
LUMO level (spin up / spin down): -0.330 / -0.538 Ha
2S+1: 3
HOMO-LUMO gap (spin up / spin down): 7.7 / 5.6 eV

Geometry (Å):
C1 0.293 2.012 -0.254
C2 -1.675 0.070 -1.662
C3 -1.455 0.664 0.437
C4 -0.087 0.469 -0.132
C5 2.281 -0.524 -0.402
C6 1.034 -0.403 0.517
N1 0.457 3.128 -0.248
N2 -2.334 0.321 -0.490
N3 -0.394 0.051 -1.441
N4 -1.697 0.902 1.693
H1 -2.273 -0.445 -2.320
H2 2.094 -0.745 -1.540
H3 2.934 -1.128 0.168
H4 2.646 0.474 -0.392
H5 1.300 0.064 1.496
H6 0.565 -1.458 0.471
H7 -3.391 0.428 -0.390
H8 0.431 -0.047 -2.079
H9 -0.920 1.017 2.434
H10 -2.662 0.967 2.090

These are the Mulliken partial charges, in e, on atoms 1 to 8:
1 C -0.076
2 C -0.388
3 C -0.155
4 C 0.850
5 C -1.196
6 C -0.259
7 N -0.221
8 N 0.024

=====

[2]
DFT (ωB97M-V/def2-TZVPD) results for a structure of composition C13H24AlN2O5SYb in a non-equilibrium geometry.

Calculated total energy: -76030.939 eV
Charge: +1
Highest occupied orbital energy: -10.767 eV
LUMO level: -0.215 Ha
HOMO-LUMO gap: 4.9 eV

Geometry (Å):
C1 -1.481 0.427 4.014
C2 -1.064 1.000 2.517
O1 -1.762 2.254 2.194
C3 -3.154 1.978 1.704
C4 -3.236 2.613 0.199
O2 -4.149 1.945 -0.732
C5 -3.849 0.525 -0.929
C6 -2.273 0.147 -1.146
C7 -1.542 0.395 -2.592
O3 -0.467 -0.622 -2.840
Al1 -0.270 -1.496 -1.168
C8 0.572 -3.364 -1.089
C9 1.845 -3.287 -0.041
C10 2.877 -2.043 -0.315
C11 3.276 -1.802 -1.886
S1 2.791 -0.071 -2.528
C12 3.807 1.217 -1.623
N1 4.544 2.339 -2.342
N2 5.266 3.146 -1.466
C13 4.954 2.504 -0.125
O4 4.051 1.318 -0.170
O5 -2.162 -1.327 -0.882
H1 -0.639 -0.309 4.382
H2 -2.497 -0.197 3.986
H3 -1.545 1.311 4.808
H4 -1.212 0.133 1.744
H5 0.107 1.229 2.533
H6 -3.917 2.473 2.464
H7 -3.285 0.819 1.776
H8 -2.133 2.772 -0.230
H9 -3.655 3.723 0.333
H10 -4.467 0.173 -1.885
H11 -4.324 -0.078 -0.021
H12 -1.457 0.551 -0.390
H13 -2.272 0.570 -3.490
H14 -0.872 1.362 -2.400
H15 0.349 -0.703 0.057
H16 0.885 -3.756 -2.152
H17 -0.230 -4.076 -0.565
H18 1.363 -3.088 1.033
H19 2.409 -4.331 0.074
H20 3.884 -2.311 0.268
H21 2.500 -1.032 0.194
H22 2.824 -2.656 -2.581
H23 4.459 -1.940 -1.965
H24 5.367 2.831 0.922
Yb1 -0.220 -1.268 2.350

These are the Mulliken partial charges, in e, on atoms 1 to 8:
1 C -0.862
2 C 0.181
3 O -0.405
4 C -0.151
5 C -0.345
6 O -0.401
7 C -0.722
8 C 1.145

=====

Please write out number 2 again, unchanged.
DFT (ωB97M-V/def2-TZVPD) results for a structure of composition C13H24AlN2O5SYb in a non-equilibrium geometry.

Calculated total energy: -76030.939 eV
Charge: +1
Highest occupied orbital energy: -10.767 eV
LUMO level: -0.215 Ha
HOMO-LUMO gap: 4.9 eV

Geometry (Å):
C1 -1.481 0.427 4.014
C2 -1.064 1.000 2.517
O1 -1.762 2.254 2.194
C3 -3.154 1.978 1.704
C4 -3.236 2.613 0.199
O2 -4.149 1.945 -0.732
C5 -3.849 0.525 -0.929
C6 -2.273 0.147 -1.146
C7 -1.542 0.395 -2.592
O3 -0.467 -0.622 -2.840
Al1 -0.270 -1.496 -1.168
C8 0.572 -3.364 -1.089
C9 1.845 -3.287 -0.041
C10 2.877 -2.043 -0.315
C11 3.276 -1.802 -1.886
S1 2.791 -0.071 -2.528
C12 3.807 1.217 -1.623
N1 4.544 2.339 -2.342
N2 5.266 3.146 -1.466
C13 4.954 2.504 -0.125
O4 4.051 1.318 -0.170
O5 -2.162 -1.327 -0.882
H1 -0.639 -0.309 4.382
H2 -2.497 -0.197 3.986
H3 -1.545 1.311 4.808
H4 -1.212 0.133 1.744
H5 0.107 1.229 2.533
H6 -3.917 2.473 2.464
H7 -3.285 0.819 1.776
H8 -2.133 2.772 -0.230
H9 -3.655 3.723 0.333
H10 -4.467 0.173 -1.885
H11 -4.324 -0.078 -0.021
H12 -1.457 0.551 -0.390
H13 -2.272 0.570 -3.490
H14 -0.872 1.362 -2.400
H15 0.349 -0.703 0.057
H16 0.885 -3.756 -2.152
H17 -0.230 -4.076 -0.565
H18 1.363 -3.088 1.033
H19 2.409 -4.331 0.074
H20 3.884 -2.311 0.268
H21 2.500 -1.032 0.194
H22 2.824 -2.656 -2.581
H23 4.459 -1.940 -1.965
H24 5.367 2.831 0.922
Yb1 -0.220 -1.268 2.350

These are the Mulliken partial charges, in e, on atoms 1 to 8:
1 C -0.862
2 C 0.181
3 O -0.405
4 C -0.151
5 C -0.345
6 O -0.401
7 C -0.722
8 C 1.145